The following is a DFT calculation (ωB97M-V with the def2-TZVPD basis set) of a cluster of 2 separate species, C11H17N2 in total at a distorted geometry.

LUMO (alpha / beta), eV: -7.42 / -10.54
Charge: +2
<S²>: 0.779
Multiplicity: 2
HOMO level (alpha / beta), eV: -16.70 / -16.98
Gap between HOMO and LUMO (alpha / beta), eV: 9.272 / 6.435

Positions of all 30 atoms, in Å:
C (1.650, 1.971, -2.758)
C (-0.690, -0.003, -0.720)
C (0.308, 0.061, -1.711)
C (0.674, 1.413, -1.790)
C (-0.070, 2.108, -0.850)
C (-0.541, -2.324, -0.617)
C (-1.292, -1.164, -0.316)
C (0.653, -2.284, -1.358)
C (0.973, -1.147, -2.069)
N (-0.995, 1.303, -0.180)
H (-0.806, -3.280, -0.187)
H (-2.217, -1.242, 0.246)
H (1.411, -3.058, -1.313)
H (1.728, -1.199, -2.844)
H (-1.972, 1.537, -0.367)
H (-0.173, 3.172, -0.685)
H (1.736, 1.323, -3.627)
H (2.641, 2.018, -2.290)
H (1.404, 2.981, -3.077)
C (-0.794, -0.296, 3.402)
C (0.370, -1.180, 3.703)
N (-0.393, 0.944, 2.578)
H (-1.539, -0.724, 2.737)
H (-1.409, 0.027, 4.230)
H (0.872, -0.898, 4.636)
H (1.232, -1.060, 3.024)
H (-0.427, 1.766, 3.190)
H (0.595, 0.874, 2.336)
H (-0.889, 1.046, 1.658)
H (0.236, -2.256, 3.723)

Atom-resolved charges from Mulliken, all expressed in e:
1. C -1.3838
2. C 0.5178
3. C -0.0187
4. C 0.8241
5. C -0.6079
6. C -0.3455
7. C -0.7075
8. C -0.7859
9. C -0.3380
10. N -0.2820
11. H 0.4270
12. H 0.6294
13. H 0.4647
14. H 0.4244
15. H 0.3749
16. H 0.5095
17. H 0.3823
18. H 0.3381
19. H 0.4237
20. C -0.0912
21. C -1.1721
22. N -0.2791
23. H 0.1404
24. H 0.4332
25. H 0.3630
26. H 0.3438
27. H 0.4034
28. H 0.3476
29. H 0.3143
30. H 0.3500